1.
Computed, not measured: C40H36N4O6PRuS4 as an isolated structure, with wB97M-V/def2-TZVPD.

The geometry in XYZ format:
```
92
Properties=species:S:1:pos:R:3
Ru -0.02 -0.40 0.33
O -1.22 1.41 2.87
C -2.58 1.37 2.53
C -3.02 0.00 2.06
C -4.36 -0.33 2.27
C -4.84 -1.56 1.87
C -3.94 -2.45 1.30
C -2.63 -2.04 1.12
N -2.16 -0.82 1.46
H -0.80 2.16 2.45
H -2.83 2.09 1.75
H -3.19 1.61 3.41
H -5.01 0.39 2.76
H -5.87 -1.83 2.03
H -4.23 -3.45 1.01
H -1.91 -2.72 0.69
C 4.82 -0.59 4.87
C 4.66 0.75 4.54
C 3.69 1.13 3.63
C 2.85 0.18 3.04
C 3.05 -1.17 3.35
C 4.02 -1.54 4.27
P 1.69 0.68 1.71
C 1.56 2.48 1.95
C 1.72 3.34 0.87
C 1.56 4.71 1.03
C 1.22 5.24 2.27
C 1.06 4.39 3.35
C 1.23 3.02 3.20
C 2.62 0.46 0.19
C 3.94 0.74 -0.15
C 4.34 0.47 -1.44
C 3.43 -0.06 -2.37
C 2.12 -0.33 -2.02
C 1.70 -0.09 -0.70
H 5.57 -0.88 5.59
H 5.29 1.50 4.99
H 3.58 2.17 3.37
H 2.47 -1.92 2.85
H 4.15 -2.59 4.50
H 1.96 2.94 -0.11
H 1.68 5.37 0.18
H 1.10 6.30 2.39
H 0.80 4.79 4.33
H 1.10 2.36 4.05
H 4.63 1.15 0.58
H 5.36 0.67 -1.75
H 3.76 -0.23 -3.39
H 1.44 -0.69 -2.78
O 2.39 -5.07 -5.20
C 1.81 -5.55 -4.02
N 1.07 -4.53 -3.30
C -0.09 -4.07 -3.84
O -0.53 -4.52 -4.88
C -0.82 -2.99 -3.10
C -2.09 -2.64 -3.55
C -2.79 -1.66 -2.86
C -2.20 -1.06 -1.77
N -0.96 -1.36 -1.35
C -0.30 -2.32 -2.01
H 1.67 -4.91 -5.82
H 2.62 -5.89 -3.38
H 1.13 -6.37 -4.23
H 1.49 -4.09 -2.50
H -2.49 -3.14 -4.42
H -3.78 -1.35 -3.18
H -2.72 -0.31 -1.19
H 0.69 -2.52 -1.63
C -0.71 -1.69 4.61
O -0.21 -1.66 3.28
C 0.05 -2.81 2.66
S -0.14 -4.30 3.33
S 0.62 -2.60 1.02
H -0.80 -0.65 4.90
H -0.04 -2.24 5.27
H -1.69 -2.18 4.62
O -0.54 0.65 -4.96
S -0.35 1.89 -4.27
O 0.59 2.85 -4.78
N -0.02 1.56 -2.68
C -0.99 1.94 -1.91
S -1.00 1.71 -0.19
C -2.13 2.62 -2.59
C -3.29 3.14 -2.05
C -4.22 3.70 -2.91
C -4.00 3.74 -4.29
C -2.83 3.21 -4.83
C -1.92 2.66 -3.96
H -3.46 3.10 -0.98
H -5.14 4.12 -2.51
H -4.74 4.18 -4.94
H -2.65 3.23 -5.90
```

The orbital gap (spin up / spin down) is 7.63 / 6.61 eV. Its total charge is 0. The molecular weight is 929.062 g/mol. The HOMO energy (spin up / spin down) is -7.949 / -7.908 eV. The value obtained for the energy above the lowest of the compared OMol25 structures with the same formula, charge and spin is 0.0 kJ/mol. Its total energy is -115522.728 eV. The spin multiplicity is 2.

Mulliken charges in e: atom 1 (Ru): 1.0802, atom 2 (O): -0.4498, atom 3 (C): -1.4921, atom 4 (C): 0.8869, atom 5 (C): -0.9267, atom 6 (C): -0.6433, atom 7 (C): -1.3223, atom 8 (C): -0.5273, atom 9 (N): 1.4852, atom 10 (H): 0.1105, atom 11 (H): 0.2984, atom 12 (H): 0.5663, atom 13 (H): 0.4919, atom 14 (H): 0.4331, atom 15 (H): 0.5183, atom 16 (H): 0.4133, atom 17 (C): -0.5234, atom 18 (C): -0.7668, atom 19 (C): -0.5803, atom 20 (C): 0.8199, atom 21 (C): -0.4042, atom 22 (C): -0.8807, atom 23 (P): 2.0387, atom 24 (C): -0.4330, atom 25 (C): -0.6559, atom 26 (C): -0.6387, atom 27 (C): -0.7305, atom 28 (C): -0.7159, atom 29 (C): 0.0773, atom 30 (C): -0.5085, atom 31 (C): -0.3810, atom 32 (C): -0.8321, atom 33 (C): -0.9537, atom 34 (C): -0.5816, atom 35 (C): 0.6434, atom 36 (H): 0.3879, atom 37 (H): 0.4350, atom 38 (H): 0.3630, atom 39 (H): 0.2125, atom 40 (H): 0.4554, atom 41 (H): 0.3813, atom 42 (H): 0.4621, atom 43 (H): 0.3869, atom 44 (H): 0.4435, atom 45 (H): 0.4562, atom 46 (H): 0.5583, atom 47 (H): 0.3991, atom 48 (H): 0.4647, atom 49 (H): 0.6621, atom 50 (O): -0.5503, atom 51 (C): -0.5530, atom 52 (N): -0.0284, atom 53 (C): 0.4307, atom 54 (O): -0.7018, atom 55 (C): 0.6528, atom 56 (C): -0.7328, atom 57 (C): -1.2866, atom 58 (C): -0.5744, atom 59 (N): 1.7247, atom 60 (C): -1.0785, atom 61 (H): 0.3514, atom 62 (H): 0.3786, atom 63 (H): 0.3300, atom 64 (H): 0.1947, atom 65 (H): 0.5089, atom 66 (H): 0.5448, atom 67 (H): 0.6065, atom 68 (H): -0.0696, atom 69 (C): -1.1909, atom 70 (O): 0.5711, atom 71 (C): -0.0354, atom 72 (S): -0.2206, atom 73 (S): -0.3893, atom 74 (H): 0.2074, atom 75 (H): 0.3851, atom 76 (H): 0.3500, atom 77 (O): -0.6442, atom 78 (S): 1.1264, atom 79 (O): -0.6871, atom 80 (N): -0.2939, atom 81 (C): 0.3104, atom 82 (S): -0.2398, atom 83 (C): 0.3278, atom 84 (C): -0.4025, atom 85 (C): -0.8037, atom 86 (C): -0.4826, atom 87 (C): -0.7302, atom 88 (C): -0.0571, atom 89 (H): 0.4882, atom 90 (H): 0.4285, atom 91 (H): 0.3927, atom 92 (H): 0.4586

---

2.
Computed, not measured: a 8-piece molecular cluster, C50H114N6O2 overall, with wB97M-V/def2-TZVPD.

The geometry in XYZ format:
```
172
Properties=species:S:1:pos:R:3
C -15.28 7.26 -18.72
O -16.06 6.12 -18.89
H -15.79 8.02 -19.31
H -15.44 7.55 -17.68
H -14.22 7.28 -18.98
C -12.68 9.81 -14.49
O -11.84 10.90 -14.63
H -12.37 8.83 -14.86
H -12.83 9.60 -13.43
H -13.66 10.02 -14.93
C -8.81 6.43 -19.90
C -7.84 7.02 -18.86
C -8.39 6.83 -17.43
N -7.44 7.35 -16.27
C -6.03 6.77 -16.50
C -7.88 6.89 -14.90
C -7.50 8.00 -13.85
C -6.93 9.13 -14.67
C -7.34 8.87 -16.13
H -8.37 6.53 -20.89
H -9.69 7.07 -19.95
H -9.17 5.42 -19.69
H -7.66 8.07 -19.10
H -6.87 6.57 -19.08
H -8.57 5.81 -17.09
H -9.37 7.29 -17.34
H -5.54 7.02 -17.43
H -6.31 5.71 -16.45
H -5.39 7.14 -15.70
H -7.38 5.97 -14.60
H -8.96 6.74 -14.85
H -6.80 7.63 -13.10
H -8.33 8.38 -13.25
H -5.86 9.30 -14.56
H -7.45 9.97 -14.21
H -6.69 9.25 -16.91
H -8.29 9.33 -16.39
C -27.42 4.98 -15.62
C -26.16 4.23 -16.17
C -26.06 4.37 -17.73
N -24.93 3.51 -18.38
C -25.32 1.97 -18.39
C -23.56 3.72 -17.65
C -22.45 3.70 -18.76
C -23.18 4.53 -19.80
C -24.68 4.10 -19.79
H -27.68 5.94 -16.07
H -27.52 5.11 -14.54
H -28.31 4.45 -15.96
H -26.51 3.23 -15.91
H -25.35 4.55 -15.52
H -25.79 5.40 -17.93
H -26.97 4.14 -18.28
H -24.42 1.45 -18.74
H -26.04 1.71 -19.16
H -25.52 1.51 -17.42
H -23.39 2.94 -16.91
H -23.57 4.71 -17.20
H -22.30 2.66 -19.05
H -21.48 4.13 -18.50
H -22.90 4.33 -20.83
H -23.08 5.61 -19.70
H -24.82 3.29 -20.51
H -25.51 4.73 -20.11
C -12.51 17.59 -21.44
C -12.29 16.06 -21.54
C -13.21 15.34 -20.56
N -13.16 13.76 -20.49
C -14.01 13.28 -19.29
C -11.79 13.20 -20.49
C -11.89 11.68 -20.83
C -13.07 11.70 -21.84
C -13.78 13.02 -21.73
H -12.69 17.88 -20.41
H -13.23 17.88 -22.21
H -11.55 18.09 -21.55
H -11.24 15.97 -21.28
H -12.53 15.62 -22.50
H -14.25 15.54 -20.80
H -13.07 15.75 -19.56
H -14.12 12.20 -19.24
H -14.94 13.79 -19.54
H -13.67 13.61 -18.31
H -11.43 13.47 -19.50
H -11.21 13.63 -21.31
H -12.24 11.28 -19.88
H -10.95 11.19 -21.11
H -13.70 10.88 -21.50
H -12.57 11.47 -22.78
H -14.83 12.91 -21.44
H -13.60 13.58 -22.65
C -17.51 7.50 -24.54
C -16.80 6.09 -24.51
C -17.81 4.93 -24.07
N -17.41 3.48 -24.41
C -16.03 3.21 -23.67
C -17.26 3.29 -25.96
C -17.79 1.92 -26.27
C -18.09 1.20 -25.00
C -18.53 2.43 -24.05
H -16.90 8.14 -25.18
H -17.57 7.80 -23.50
H -18.56 7.51 -24.84
H -15.93 6.17 -23.85
H -16.54 5.83 -25.53
H -18.73 4.88 -24.65
H -18.08 4.80 -23.02
H -16.15 3.51 -22.63
H -15.35 3.79 -24.29
H -15.87 2.13 -23.74
H -16.20 3.36 -26.22
H -17.82 4.13 -26.38
H -17.02 1.41 -26.84
H -18.67 1.92 -26.91
H -17.14 0.85 -24.59
H -18.78 0.37 -25.17
H -18.35 2.21 -22.99
H -19.57 2.75 -24.10
C -16.72 -0.18 -18.41
C -16.44 -0.15 -16.87
C -15.96 1.30 -16.62
N -15.72 1.68 -15.13
C -17.13 1.82 -14.54
C -14.93 2.96 -15.05
C -14.20 2.89 -13.74
C -14.26 1.50 -13.24
C -14.78 0.68 -14.40
H -15.89 0.24 -18.98
H -17.70 0.22 -18.70
H -16.75 -1.22 -18.73
H -15.59 -0.73 -16.52
H -17.30 -0.33 -16.21
H -16.67 1.98 -17.10
H -14.96 1.42 -17.05
H -17.52 0.80 -14.49
H -17.75 2.36 -15.26
H -17.14 2.32 -13.58
H -15.65 3.74 -15.28
H -14.26 3.10 -15.90
H -14.60 3.61 -13.02
H -13.16 3.22 -13.80
H -14.92 1.49 -12.37
H -13.30 1.14 -12.90
H -15.35 -0.19 -14.07
H -14.06 0.47 -15.19
C -21.02 12.50 -12.55
C -19.87 11.56 -13.08
C -20.69 10.58 -14.03
N -19.79 9.88 -15.04
C -18.59 9.20 -14.24
C -19.19 10.88 -16.06
C -20.16 10.85 -17.24
C -20.51 9.41 -17.29
C -20.57 8.87 -15.84
H -21.50 12.99 -13.40
H -20.64 13.28 -11.89
H -21.66 11.91 -11.89
H -19.38 10.82 -12.45
H -19.21 12.32 -13.51
H -21.27 11.23 -14.69
H -21.29 9.89 -13.44
H -19.02 8.70 -13.37
H -18.03 10.11 -14.01
H -18.08 8.48 -14.89
H -18.20 10.61 -16.43
H -19.12 11.89 -15.66
H -19.80 11.27 -18.18
H -21.03 11.46 -16.98
H -19.74 8.94 -17.91
H -21.52 9.35 -17.67
H -19.97 7.97 -15.68
H -21.55 8.70 -15.40
```

The orbital gap is 2.74 eV. Its total charge is +4. The molecular weight is 831.502 g/mol. The HOMO energy is -9.573 eV. Its total energy is -66689.704 eV.

Here are the Mulliken charges for atoms 1 to 99, given in e: atom 1 (C): -0.4202, atom 2 (O): -0.9189, atom 3 (H): 0.0887, atom 4 (H): 0.1089, atom 5 (H): 0.1712, atom 6 (C): -0.4133, atom 7 (O): -0.8706, atom 8 (H): 0.0481, atom 9 (H): 0.2173, atom 10 (H): 0.0501, atom 11 (C): -1.3805, atom 12 (C): -0.1727, atom 13 (C): -0.8121, atom 14 (N): 0.1604, atom 15 (C): -0.9964, atom 16 (C): -0.6640, atom 17 (C): -0.5881, atom 18 (C): -0.6070, atom 19 (C): -0.7035, atom 20 (H): 0.3914, atom 21 (H): 0.3159, atom 22 (H): 0.3495, atom 23 (H): 0.3559, atom 24 (H): 0.3124, atom 25 (H): 0.4462, atom 26 (H): 0.4212, atom 27 (H): 0.2811, atom 28 (H): 0.4304, atom 29 (H): 0.4046, atom 30 (H): 0.3276, atom 31 (H): 0.4024, atom 32 (H): 0.2958, atom 33 (H): 0.4075, atom 34 (H): 0.3609, atom 35 (H): 0.3299, atom 36 (H): 0.4391, atom 37 (H): 0.4754, atom 38 (C): -1.3765, atom 39 (C): -0.2375, atom 40 (C): -0.8765, atom 41 (N): 0.3092, atom 42 (C): -0.9755, atom 43 (C): -0.7918, atom 44 (C): -0.5209, atom 45 (C): -0.5694, atom 46 (C): -0.6242, atom 47 (H): 0.3595, atom 48 (H): 0.3531, atom 49 (H): 0.3631, atom 50 (H): 0.2212, atom 51 (H): 0.3603, atom 52 (H): 0.5108, atom 53 (H): 0.4617, atom 54 (H): 0.4037, atom 55 (H): 0.3591, atom 56 (H): 0.3504, atom 57 (H): 0.3226, atom 58 (H): 0.4305, atom 59 (H): 0.2817, atom 60 (H): 0.4311, atom 61 (H): 0.3667, atom 62 (H): 0.2740, atom 63 (H): 0.3495, atom 64 (H): 0.4629, atom 65 (C): -1.2848, atom 66 (C): -0.3021, atom 67 (C): -0.7432, atom 68 (N): 0.2777, atom 69 (C): -1.1048, atom 70 (C): -0.7113, atom 71 (C): -0.8327, atom 72 (C): -0.4896, atom 73 (C): -0.5818, atom 74 (H): 0.3727, atom 75 (H): 0.3317, atom 76 (H): 0.3686, atom 77 (H): 0.3328, atom 78 (H): 0.2560, atom 79 (H): 0.3266, atom 80 (H): 0.5438, atom 81 (H): 0.4507, atom 82 (H): 0.4420, atom 83 (H): 0.3102, atom 84 (H): 0.5154, atom 85 (H): 0.4215, atom 86 (H): 0.2960, atom 87 (H): 0.4688, atom 88 (H): 0.3017, atom 89 (H): 0.3719, atom 90 (H): 0.3285, atom 91 (H): 0.3215, atom 92 (C): -1.3152, atom 93 (C): -0.3148, atom 94 (C): -0.9888, atom 95 (N): 0.0184, atom 96 (C): -0.9661, atom 97 (C): -0.4514, atom 98 (C): -0.6260, atom 99 (C): -0.5789

---

3.
Computed, not measured: a 3-piece molecular cluster, C26H33BrNO10 overall, with wB97M-V/def2-TZVPD.

The geometry in XYZ format:
```
71
Properties=species:S:1:pos:R:3
C 3.37 5.69 0.67
C 2.43 4.61 1.44
C 0.98 5.23 1.65
C -0.26 4.27 1.21
C -1.47 4.76 2.19
C -2.90 4.24 1.76
O -3.17 3.21 1.13
Br -4.45 5.41 2.27
C -0.03 2.73 1.55
C 0.30 1.75 0.34
C 1.50 0.79 0.87
C -0.90 0.71 -0.03
N 0.76 2.35 -0.92
O 2.04 2.26 -1.17
C 0.09 3.56 -1.40
C 1.18 4.41 -2.27
C -1.05 3.16 -2.50
C -0.54 4.57 -0.34
H 2.79 6.59 0.29
H 4.16 6.11 1.39
H 3.85 5.21 -0.26
H 2.92 4.50 2.48
H 2.47 3.58 0.97
H 0.84 5.38 2.79
H 0.87 6.30 1.22
H -1.42 5.89 2.39
H -1.23 4.27 3.20
H 0.79 2.63 2.35
H -0.98 2.32 2.07
H 1.79 0.01 0.07
H 2.39 1.40 1.23
H 1.07 0.23 1.76
H -0.75 -0.18 0.68
H -1.93 1.13 0.19
H -0.80 0.30 -1.09
H 2.03 4.80 -1.61
H 1.54 3.82 -3.17
H 0.61 5.32 -2.66
H -1.86 3.95 -2.60
H -1.45 2.11 -2.35
H -0.50 3.14 -3.52
H -0.10 5.61 -0.56
H -1.66 4.68 -0.60
C 1.10 -4.67 -2.58
C 1.21 -3.42 -2.13
C 1.98 -3.11 -0.89
O 2.08 -1.95 -0.51
C 2.60 -4.23 -0.17
C 2.48 -5.48 -0.62
C 1.73 -5.78 -1.87
O 1.66 -6.93 -2.26
O 3.04 -6.52 0.05
O 0.62 -2.38 -2.78
H 0.54 -4.90 -3.48
H 3.14 -3.99 0.74
H 2.82 -7.31 -0.48
H 0.85 -1.58 -2.26
C -3.63 -6.61 -0.59
C -2.58 -5.78 -0.65
C -1.67 -5.60 0.52
O -0.71 -4.85 0.42
C -1.97 -6.33 1.75
C -3.02 -7.15 1.81
C -3.92 -7.35 0.64
O -4.86 -8.13 0.73
O -3.32 -7.83 2.95
O -2.30 -5.08 -1.78
H -4.29 -6.75 -1.43
H -1.31 -6.17 2.59
H -4.12 -8.35 2.74
H -1.50 -4.56 -1.57
```

The orbital gap (spin up / spin down) is 6.48 / 7.78 eV. Its total charge is 0. The molecular weight is 599.451 g/mol. The HOMO energy (spin up / spin down) is -8.226 / -9.519 eV. Its total energy is -119498.922 eV. The spin multiplicity is 2.

Mulliken charges in e: atom 1 (C): -1.3421, atom 2 (C): 0.3402, atom 3 (C): -1.3980, atom 4 (C): 2.3852, atom 5 (C): -1.2602, atom 6 (C): 0.2145, atom 7 (O): -0.4176, atom 8 (Br): -0.2077, atom 9 (C): -1.8082, atom 10 (C): 1.4479, atom 11 (C): -1.4458, atom 12 (C): -1.5497, atom 13 (N): 1.0150, atom 14 (O): -0.6319, atom 15 (C): 1.0264, atom 16 (C): -1.3390, atom 17 (C): -1.2566, atom 18 (C): -1.6657, atom 19 (H): 0.3272, atom 20 (H): 0.2907, atom 21 (H): 0.3111, atom 22 (H): 0.4357, atom 23 (H): -0.1987, atom 24 (H): 0.2684, atom 25 (H): 0.4963, atom 26 (H): 0.5450, atom 27 (H): 0.4233, atom 28 (H): 0.1863, atom 29 (H): 0.5691, atom 30 (H): 0.3970, atom 31 (H): 0.2494, atom 32 (H): 0.4766, atom 33 (H): 0.4465, atom 34 (H): 0.2259, atom 35 (H): 0.2196, atom 36 (H): 0.0857, atom 37 (H): 0.4408, atom 38 (H): 0.4019, atom 39 (H): 0.3092, atom 40 (H): 0.2724, atom 41 (H): 0.3247, atom 42 (H): 0.1751, atom 43 (H): 0.3129, atom 44 (C): -0.8607, atom 45 (C): 0.2865, atom 46 (C): 0.7957, atom 47 (O): -0.5055, atom 48 (C): -0.9668, atom 49 (C): 0.3596, atom 50 (C): 1.1183, atom 51 (O): -0.6384, atom 52 (O): -0.5865, atom 53 (O): -0.6132, atom 54 (H): 0.4580, atom 55 (H): 0.4601, atom 56 (H): 0.3456, atom 57 (H): 0.2449, atom 58 (C): -0.8096, atom 59 (C): 0.3901, atom 60 (C): 0.8607, atom 61 (O): -0.4287, atom 62 (C): -1.0892, atom 63 (C): 0.4227, atom 64 (C): 0.9585, atom 65 (O): -0.6038, atom 66 (O): -0.5707, atom 67 (O): -0.5899, atom 68 (H): 0.4346, atom 69 (H): 0.4398, atom 70 (H): 0.3470, atom 71 (H): 0.2423